Here is a structure of composition C5H8FO4V from the Open Molecules 2025 dataset. Energies are from ωB97M-V with the def2-TZVPD basis set.

ORCA input file:
```
! RIJCOSX wB97M-V def2-TZVPD def2/J DEFGRID3
* xyz 0 5
C 0.13000 -0.47064 1.69372
O 1.18096 -0.38713 0.78716
V 2.98832 -0.28055 0.71437
C -0.60874 -1.79986 1.62255
H 0.49102 -0.32015 2.73062
H -0.58834 0.35513 1.50894
H -1.44355 -1.81921 2.33903
H -1.01454 -1.97025 0.61425
H 0.07210 -2.63056 1.86219
C 1.31029 0.65424 -1.05761
O 0.62466 1.76315 -0.69806
C -0.67913 1.70421 -1.20182
C -0.80210 0.27460 -1.71436
O 0.55823 -0.14780 -1.80549
O 2.54139 0.61466 -1.05022
F -0.77708 2.60913 -2.22899
H -1.38787 1.99482 -0.41994
H -1.32572 -0.36631 -0.99483
H -1.26988 0.22253 -2.70150
*
```

The calculation puts the largest force on an atom at 3.02 eV Å⁻¹. For the frontier orbital gap (alpha / beta), the calculation gives 6.606 / 10.703 eV. The LUMO energy (alpha / beta) is 0.69 / 0.65 eV. As for the expectation value of S²: 6.004. The value obtained for the HOMO energy (alpha / beta) is -0.2175 / -0.3696 Ha.

These are the Löwdin partial charges, in e, on atoms 1 to 2: C -0.3677; O -0.4558